A cluster of 2 separate species, C5H14 in total, computed with ωB97M-V/def2-TZVPD.

Structure (XYZ):
```
19
Properties=species:S:1:pos:R:3:forces:R:3
H 2.8983 -0.4384 -1.4787 0.367 0.249 -0.004
H -1.8820 0.5740 -1.0227 -0.022 0.105 -0.038
H -1.0320 -1.4832 -0.6722 0.601 -0.313 0.323
C -1.5274 -1.5954 0.2982 -0.352 -0.045 -0.756
C -1.6048 -0.2045 0.9749 -1.150 -1.066 -0.556
H 3.0034 1.4029 0.2624 0.350 -0.418 0.559
H 1.3463 1.2923 0.5805 -0.370 -0.402 0.182
C 2.1858 0.6764 0.2767 0.661 0.293 -1.510
C 2.0570 0.1906 -1.1988 -0.047 -0.182 1.578
H 1.2157 -0.5058 -1.2278 -0.369 0.579 -0.658
H -0.4928 1.2184 -0.1251 -0.017 0.101 -0.487
H -1.0884 -2.3645 0.9279 0.513 0.116 -0.048
H -2.0809 1.8369 0.2017 -0.178 -0.161 0.221
H 2.3590 -0.1877 0.9069 0.058 0.268 0.497
H -2.5805 -0.1569 1.4522 0.094 0.069 0.567
H -2.4687 -2.0656 -0.0141 -0.348 0.606 0.317
C -1.5382 0.9266 -0.0508 0.738 0.009 0.201
H -0.8097 -0.2086 1.7124 -0.010 0.589 0.195
H 2.0401 1.0924 -1.8036 -0.523 -0.396 -0.583
```
Positions in Å, forces in eV/Å.

Output
LUMO energy: 1.18 eV
Structure (SMILES): CCC.CC
Electronic energy: -5411.4831 eV
Energy above the lowest of the compared OMol25 structures with the same formula, charge and spin: 13.1 kcal/mol
Orbital gap: 12.4 eV



A structure of composition C33H45BrN3O3PdSi, computed with ωB97M-V/def2-TZVPD.

Structure (XYZ):
```
87
Properties=species:S:1:pos:R:3:forces:R:3
C 1.9019 -1.1056 -3.2072 -1.101 -1.413 0.417
C -3.3205 1.0386 0.7225 0.178 -0.485 0.369
C -1.3095 4.3391 1.1040 0.057 0.108 -0.101
Pd 1.7637 -2.1219 -0.1933 -0.023 -0.680 -1.720
H 1.2344 -2.3306 -4.8253 0.163 0.716 0.071
H -2.5753 0.3717 -2.4724 0.132 0.180 0.085
C -3.0348 -5.0531 3.2910 1.054 0.061 -0.865
C -1.7441 -4.5457 2.9844 -0.985 -0.436 -0.030
C -0.7537 2.9264 1.3600 0.058 -0.642 -0.325
H 2.5363 -0.2764 -0.7461 0.292 0.661 -0.431
C -4.2690 2.2012 1.0275 -0.612 0.106 0.623
H -2.5647 -0.7727 1.7883 -0.127 0.493 0.060
H -1.1200 4.6870 0.0602 -0.157 -0.152 0.905
H -0.2156 3.9423 -1.5409 0.115 -0.817 -0.338
H -4.2113 -0.3102 2.1696 0.546 0.394 -0.053
H -3.8764 2.9013 1.7885 -0.133 -0.298 -0.380
C -3.9767 0.1830 -0.3724 -0.174 -0.334 -0.021
H -3.6547 2.6099 -1.9369 0.361 0.369 -0.102
C 4.0009 -2.0833 1.7057 0.123 0.768 -0.824
C -1.5257 2.1674 -1.6712 0.093 -0.299 0.449
H -0.8285 0.1304 -2.2803 -0.417 0.516 -0.052
Br -0.3307 -0.1514 0.4681 0.556 -0.699 -0.078
H 5.1976 -1.7803 3.4781 -0.075 0.086 -0.074
C -0.2269 2.9252 -1.9980 0.277 -0.155 -0.003
C 2.8648 1.1948 -3.8017 -0.259 -0.322 0.698
H -2.6438 4.0680 -1.5779 -0.116 -0.720 -0.436
H -4.9540 -0.1908 0.0070 0.548 0.143 -0.168
H -0.0639 -3.8645 3.5652 -1.642 -0.711 1.080
C -2.2979 -4.6777 0.6143 -1.190 -0.625 0.409
H 0.6624 2.3472 -1.6649 -0.379 0.423 -0.369
H -2.8750 0.6268 2.8862 -0.022 -0.233 -0.462
H 3.6448 1.7447 -0.0697 0.147 0.136 0.112
C -1.3863 -4.3838 1.6325 0.511 0.791 -0.427
C 3.7465 2.5998 -2.0440 0.116 0.052 0.062
C -2.6717 3.0831 -2.1058 -0.514 0.388 0.136
H 2.6187 1.0591 -4.8474 0.104 0.036 0.043
H 0.8486 -0.5830 -5.0670 0.576 -0.394 0.478
H 7.0878 -0.8169 2.1561 0.098 -0.026 -0.026
H -2.0347 -4.4825 -0.4120 0.116 -0.015 -0.060
H 1.0484 3.1878 0.1211 0.078 -0.181 0.389
C 6.1197 -1.1831 0.2484 -0.125 -0.253 1.048
H -0.1868 3.0524 -3.0957 0.144 0.000 0.342
C -0.1509 -3.7037 1.1995 -1.541 -0.065 -1.452
H -4.5286 2.7728 0.1171 0.059 -0.225 0.484
H 3.6299 3.1790 -4.1211 -0.019 0.029 0.044
H -1.4556 1.1808 -3.5754 -0.102 -0.172 0.328
H 2.8958 -2.8074 3.4651 -0.120 0.190 -0.339
C -3.8839 -5.4189 2.2619 -0.261 0.072 0.687
H 4.2073 3.5177 -1.6895 -0.091 -0.055 -0.200
H -2.0735 2.6050 3.0703 0.381 -0.111 0.066
Si -1.5952 1.6564 0.1990 -0.629 1.089 -0.438
H -2.5791 3.2633 -3.1992 -0.060 0.026 0.565
C -3.1968 0.1127 1.9651 -0.865 -0.284 0.314
H -0.6002 1.5471 3.0837 -0.328 0.464 -0.196
C 6.2035 -1.1890 1.6612 -0.141 0.001 -0.899
C -3.5425 -5.2145 0.9284 0.659 0.094 -0.590
H -5.2039 1.7653 1.4736 0.597 0.456 -0.516
O -0.9334 -4.2415 3.9953 1.716 0.717 -0.613
H 1.2298 3.6356 1.8342 -0.178 -0.361 -0.352
O 0.0311 -3.4327 -0.0374 0.113 -0.381 1.890
H -3.2702 -5.1986 4.3246 -0.214 -0.037 0.362
C -1.6133 0.8831 -2.5176 0.832 -0.172 -0.772
H 2.5377 -1.1867 -5.2937 -0.695 0.034 0.572
H -4.2270 -5.4998 0.1362 0.055 0.114 0.116
C 1.6118 -1.2966 -4.6760 -0.152 -1.068 -0.585
H -2.4027 4.3759 1.3009 0.697 0.137 -0.127
C -1.0038 2.5461 2.8206 0.227 0.385 0.590
C 5.1445 -1.6786 2.4008 0.163 -0.218 -0.525
H -0.4685 3.2924 3.4570 -0.366 -0.471 -0.269
C 4.9580 -1.6287 -0.3675 -0.975 -0.142 0.094
N 0.7132 -3.3441 2.1916 0.916 -0.010 0.005
H -4.1962 0.7861 -1.2652 0.104 -0.409 0.194
H 4.8290 -1.6482 -1.4638 0.198 0.100 0.729
C 3.4654 1.5998 -1.1234 -0.222 0.178 0.094
H 1.2178 1.9048 1.3887 -0.284 0.546 -0.223
C 2.8486 0.4385 -1.5221 -0.431 -0.574 0.012
H -0.7877 5.0090 1.8175 -0.391 -0.025 -0.436
C 2.8518 -2.5447 2.4005 -0.732 -0.941 0.830
C 0.7760 2.8905 1.1410 0.221 0.575 0.387
H -4.8519 -5.8549 2.5210 0.276 0.150 -0.146
C 3.4257 2.4157 -3.3833 -0.228 -1.082 -0.180
O 1.5533 -1.9966 -2.3696 1.084 2.326 -2.054
C 2.5513 0.1600 -2.8626 0.707 1.614 0.526
N 1.7851 -2.7926 1.6793 0.098 0.037 1.318
H 6.9541 -0.8358 -0.3346 0.086 0.046 -0.175
N 3.8657 -1.9987 0.3434 1.903 0.351 0.455
H -3.3458 -0.6987 -0.6242 -0.460 0.536 -0.003
```
Positions in Å, forces in eV/Å.

Output
Spin multiplicity: 3
LUMO energy (alpha / beta): -4.08 / -6.11 eV
Net charge: +1
Electronic energy: -126958.1679 eV
⟨S²⟩: 2.044
Energy above the lowest of the compared OMol25 structures with the same formula, charge and spin: 0.0 kcal/mol
Orbital gap (alpha / beta): 6.4 / 4.3 eV



A structure of composition C36H52O9S3Sr, computed with ωB97M-V/def2-TZVPD.

Structure (XYZ):
```
101
Properties=species:S:1:pos:R:3:forces:R:3
H 0.6510 2.6884 4.4087 0.014 -0.008 0.135
C 4.5715 1.8925 -1.2457 0.062 0.091 -0.071
C -3.8783 2.0529 0.5677 0.164 0.228 0.053
C -2.1561 -3.0850 -4.5093 -0.001 -0.033 -0.015
H -4.4512 -0.4541 1.6995 -0.040 -0.028 -0.026
C 1.3625 3.3966 -0.7913 -0.305 0.010 0.138
O -0.6824 -0.5829 -1.2815 -1.038 -0.405 -1.527
H -1.5935 -5.6929 4.8790 0.035 0.050 -0.025
H -0.0077 1.6881 -2.9125 -0.067 -0.085 -0.063
O -0.0724 1.4459 2.9087 -0.335 0.290 0.407
C 4.0695 0.9928 -2.1835 0.033 0.151 0.030
H -1.5059 3.6060 -1.8792 -0.034 -0.036 -0.112
H -1.5792 -3.9559 -4.8002 -0.036 0.037 0.006
H -5.5961 0.8703 0.1269 -0.034 0.030 -0.018
C 0.5569 -2.7367 3.7283 -0.140 -0.072 -0.047
C -1.4318 1.3666 3.3570 0.264 -0.108 -0.092
H 5.0623 -1.0549 1.2984 0.012 -0.020 -0.019
H 1.3902 4.2872 -1.4175 -0.078 0.077 -0.043
H 5.4549 2.2033 -5.0081 -0.001 0.008 0.032
C -2.6106 -1.4582 1.2649 0.319 0.129 0.256
O 1.9405 2.4692 1.3075 -0.073 0.287 0.263
C 5.2057 2.1146 -3.9587 0.033 0.031 -0.007
C -4.5787 1.0031 -0.2558 0.047 -0.178 -0.104
O 1.0511 -0.9920 1.8415 0.861 -1.130 1.310
H -4.7167 -4.5784 -5.4721 0.030 0.038 0.002
S -1.6665 0.1617 -2.1929 0.128 -0.359 -0.265
H 3.9619 0.3759 -4.2408 0.011 0.036 0.057
C -2.3588 -1.0606 -3.2657 -0.070 -0.075 0.098
O -3.8870 -0.2308 -0.2901 -0.133 0.013 0.010
C 4.2892 -1.2724 -0.6903 -0.098 -0.062 0.101
O 0.0372 2.8277 -0.7548 0.133 0.396 -0.143
H -4.6193 -1.8979 0.6944 -0.027 -0.013 -0.054
H 4.2179 -2.2979 -1.0582 -0.003 0.030 0.055
C 5.7165 3.0189 -3.0408 -0.008 -0.002 0.064
C 4.3687 1.0888 -3.5313 0.024 0.051 -0.025
C -2.0543 3.5689 0.1827 -0.103 -0.144 0.088
H 2.0156 2.6488 -1.2229 0.057 -0.132 -0.100
C -0.6078 0.9252 -3.4135 0.158 0.078 -0.100
H -3.8707 1.7912 1.6301 0.050 -0.042 0.042
H -0.5567 -4.2031 6.5547 0.008 0.002 -0.066
C -1.0423 3.7659 -0.9066 0.343 -0.065 0.052
H 3.9180 -1.7738 3.4137 -0.005 -0.009 -0.012
H -2.6383 -2.2163 2.0518 0.058 0.026 0.059
C 1.8195 3.7122 0.6082 -0.043 -0.120 0.208
C 3.4138 -2.4334 1.3999 0.024 -0.013 0.034
H -4.2270 -0.0001 -3.4430 0.097 -0.116 -0.035
H 2.5038 1.7133 3.1040 0.033 -0.035 -0.020
H -4.5904 -3.4165 -6.7866 0.020 0.000 0.029
O -1.8143 -0.3246 1.6908 -0.870 -0.431 0.610
H -3.2550 -4.5256 -6.4540 -0.005 0.030 0.022
H -1.2463 1.3745 -4.1779 0.082 -0.032 0.049
H -2.1147 -1.8741 0.3896 0.093 0.012 0.000
C -1.9518 -0.0244 3.0853 0.099 -0.038 -0.260
H 4.3049 1.7965 -0.1964 0.007 -0.008 -0.100
H -1.4948 1.5631 4.4295 0.035 0.016 0.068
C -4.1672 -1.7834 -4.6464 -0.048 -0.011 -0.021
C -0.4037 -4.0214 5.4978 -0.031 -0.051 0.017
C 0.5978 2.6411 3.3206 -0.230 -0.202 -0.149
H 3.4945 -0.3023 1.0607 -0.027 0.029 0.008
C 0.3744 -2.9467 5.0873 0.000 -0.018 -0.001
H -1.3942 -0.7578 3.6727 0.031 -0.087 0.009
H 1.0889 4.3617 1.1050 0.021 0.016 -0.007
S 1.5745 -1.3823 3.2154 -0.022 0.104 -0.377
H -0.6649 4.7884 -0.8662 0.048 0.051 -0.001
C -4.0274 -3.9103 -5.9943 0.026 0.067 0.079
C 1.9846 2.5973 2.7344 0.039 -0.036 -0.296
C -0.8039 -4.6225 3.1917 -0.002 -0.011 0.026
H 6.3698 3.8147 -3.3780 -0.036 -0.040 0.026
C -1.6081 -2.1706 -3.6242 -0.076 -0.075 -0.059
C -0.9880 -4.8554 4.5535 -0.002 0.003 -0.047
C 3.1251 -2.3144 2.8941 0.075 0.072 -0.125
H -5.1670 -1.6344 -5.0391 0.053 -0.007 0.008
H 0.0420 3.5164 2.9714 -0.051 0.066 -0.029
Sr 0.1263 0.5309 0.4823 -0.401 1.988 0.796
C 5.3994 2.9107 -1.6848 0.036 0.039 -0.034
H -1.5922 3.7490 1.1625 -0.016 -0.006 0.044
O -2.5445 2.2422 0.0929 -0.099 0.078 0.048
C -3.6408 -0.8619 -3.7537 -0.069 -0.002 -0.019
C 4.0873 -1.1876 0.8247 0.051 -0.052 -0.016
H 0.1148 -3.3466 1.7117 0.010 0.002 0.069
H -0.6176 -2.3211 -3.2078 -0.070 0.029 -0.023
H 0.8318 -2.2866 5.8177 -0.029 -0.027 -0.061
H 2.4874 -2.6401 0.8607 -0.001 -0.008 -0.014
H -4.4447 2.9826 0.4627 -0.018 0.043 0.053
H 2.9961 -3.2819 3.3724 0.054 -0.041 -0.009
H 2.5526 3.4801 3.0360 0.020 0.032 -0.025
H 5.2473 -0.8662 -1.0006 0.050 -0.038 -0.006
H -2.8563 4.3000 0.0527 -0.066 0.015 -0.018
H 0.0181 0.1462 -3.8500 0.027 0.088 -0.014
C -3.9925 -1.0223 0.8827 -0.119 0.238 -0.036
H -2.0319 2.1110 2.8313 -0.044 0.109 -0.048
C -3.4363 -2.9045 -5.0387 -0.008 -0.055 -0.042
H -1.2618 -5.2807 2.4613 0.028 0.054 0.071
H -2.9992 -0.0723 3.3928 -0.058 0.021 -0.012
C -0.0276 -3.5540 2.7668 -0.063 -0.057 0.121
H -4.6488 1.3556 -1.2870 0.031 -0.107 0.011
H 5.8103 3.6193 -0.9737 -0.025 -0.048 -0.074
O 2.0977 0.3026 -0.6124 1.463 -0.447 -1.111
S 3.0265 -0.3250 -1.6454 -0.328 -0.054 0.343
H 2.7800 4.2328 0.5906 0.085 0.000 0.004
H 4.0651 -3.2976 1.2545 0.011 -0.013 0.010
```
Positions in Å, forces in eV/Å.

Output
LUMO energy: -3.77 eV
Net charge: +2
Electronic energy: -89933.1117 eV
Energy above the lowest of the compared OMol25 structures with the same formula, charge and spin: 22.7 kcal/mol
Orbital gap: 9.5 eV



The molecule C5H7N, computed with ωB97M-V/def2-TZVPD.

Structure (XYZ):
```
13
Properties=species:S:1:pos:R:3:forces:R:3
H 1.5796 0.5474 1.2402 0.017 -0.073 -0.118
H -1.1018 1.3004 -0.7164 1.940 0.817 -1.577
H 1.0236 -1.5314 0.3141 -0.012 0.065 -0.022
C -2.6109 -0.2846 0.4555 0.056 -0.338 0.135
N 1.6800 -1.0336 -0.2807 -0.359 -0.131 -0.009
H 1.4724 0.3688 -1.8529 -0.486 0.093 0.258
C -1.3957 -0.1823 -0.0210 -0.154 -0.492 0.248
H -3.3495 -0.8688 -0.0779 -0.108 0.073 0.055
H -2.9106 0.2862 1.3306 0.093 -0.509 0.178
C -0.4275 0.4196 -0.6611 -0.384 0.007 0.731
C 2.0021 0.2684 0.2781 0.041 0.293 0.138
H 3.0274 0.6006 0.1152 -0.265 -0.027 -0.040
C 1.0490 0.1554 -0.8675 -0.382 0.221 0.021
```
Positions in Å, forces in eV/Å.

Output
LUMO energy: 0.78 eV
Structure (SMILES): C=C=C[C@H]1CN1
Electronic energy: -6784.5468 eV
Energy above the lowest of the compared OMol25 structures with the same formula, charge and spin: 91.5 kcal/mol
Orbital gap: 10.0 eV



> Among the records above, which one has the lowest electronic energy?

C33H45BrN3O3PdSi